<1>
126
Properties=species:S:1:pos:R:3:mulliken_charge:R:1 method="wB97M-V/def2-TZVPD" spin_multiplicity=1 molar_mass_g_mol=881.00 lumo_energy_ev=-1.42 smiles="O=[N+]([O-])c1ccccc1.O=[N+]([O-])c1ccccc1.O=[N+]([O-])c1ccccc1.CN(C)C=O.CN(C)C=O.CN(C)C=O.CN(C)C=O.CN(C)C=O.CN(C)C=O.CN(C)C=O"
O -24.74115 -48.59210 11.89024 -0.547
N -25.07249 -49.14595 12.97870 0.982
O -24.46966 -50.15455 13.46665 -0.586
C -26.07413 -48.48362 13.85633 -0.132
C -26.15035 -48.81317 15.27910 -0.481
C -27.26441 -48.14408 16.16612 -0.749
C -28.19950 -47.09287 15.52267 -0.597
C -28.13001 -46.85251 14.11662 0.102
C -27.08602 -47.49612 13.27834 0.439
H -25.37141 -49.48497 15.59994 0.478
H -27.11009 -48.38686 17.17761 0.483
H -29.06816 -46.69171 15.90935 0.565
H -28.93835 -46.15998 13.45490 -0.156
H -27.04222 -47.25086 12.11826 0.156
O -36.17034 -43.58807 8.55056 -0.566
N -34.92906 -43.97565 8.78172 0.922
O -34.10830 -44.18319 7.95408 -0.553
C -34.64602 -44.44508 10.16552 -0.234
C -35.74342 -44.36750 11.31935 -0.436
C -35.42027 -44.84009 12.74031 -0.761
C -34.01943 -45.50031 12.91562 -0.201
C -32.98136 -45.60541 11.83564 -0.421
C -33.42107 -45.25261 10.41055 -0.104
H -36.72799 -44.06374 11.08487 0.450
H -36.02045 -44.70205 13.59231 0.476
H -33.71096 -45.96199 13.96551 0.210
H -32.04777 -46.07817 12.05408 0.548
H -32.95682 -45.34124 9.50566 0.617
O -30.47158 -48.01312 6.40444 -0.374
N -31.61789 -48.12305 6.70235 0.940
O -32.08198 -47.47990 7.70869 -0.459
C -32.60186 -48.37740 5.68441 0.111
C -34.02873 -47.90070 5.74843 -0.508
C -35.04955 -48.44680 4.74013 -0.553
C -34.59227 -49.39179 3.47893 -0.507
C -33.14839 -49.79759 3.37283 -0.600
C -32.13692 -49.26784 4.45830 -0.271
H -34.30605 -47.23876 6.55937 0.546
H -36.09848 -48.24294 4.80013 0.426
H -35.18127 -49.80852 2.69791 0.396
H -32.81551 -50.41869 2.58392 0.489
H -31.18658 -49.72275 4.27062 0.357
C -25.64226 -48.64190 3.46448 -1.034
N -26.28224 -49.05797 4.78633 0.224
C -27.51981 -48.30697 5.10979 -0.358
C -25.76575 -49.95241 5.43551 -0.068
O -26.29241 -50.31155 6.50663 -0.579
H -24.62463 -48.71359 3.43003 0.395
H -26.04593 -47.71605 3.06864 0.343
H -25.90381 -49.30417 2.63677 0.365
H -27.31763 -47.26232 5.41819 0.387
H -28.05956 -48.91681 6.10006 -0.459
H -28.36696 -48.36320 4.29204 0.333
H -24.87528 -50.38744 5.14504 0.429
C -32.68733 -49.36526 13.10531 0.170
N -33.29701 -49.13110 14.45193 0.265
C -34.78508 -49.52837 14.58842 -0.716
C -32.49793 -48.60999 15.41119 0.135
O -32.95970 -48.57628 16.59187 -0.690
H -32.60485 -48.51209 12.48732 0.145
H -33.06736 -50.17378 12.60590 -0.511
H -31.56859 -49.45679 13.19534 0.008
H -35.53542 -48.85928 14.09912 0.258
H -35.15647 -49.58261 15.57561 0.405
H -34.80112 -50.40807 13.95988 0.117
H -31.46304 -48.26611 15.19730 0.412
C -33.21096 -53.86200 12.70453 -1.225
N -33.85551 -53.10424 11.66058 0.216
C -35.29129 -52.79339 11.62056 -0.745
C -33.09715 -52.31842 10.86326 0.159
O -33.46198 -51.57002 9.97157 -0.660
H -32.36759 -54.28010 12.58690 0.585
H -33.89848 -54.64995 12.93181 0.407
H -33.27066 -53.30856 13.67997 0.288
H -35.93543 -53.47817 12.36211 0.274
H -35.58940 -52.92579 10.57403 0.297
H -35.36530 -51.61946 11.91567 0.172
H -31.95788 -52.44284 10.94738 0.165
C -30.42123 -51.16413 7.97532 -0.982
N -30.63280 -51.70677 6.58868 0.340
C -31.96114 -52.24320 6.45267 -1.588
C -29.65949 -51.91986 5.68761 -0.088
O -29.85099 -52.26901 4.46753 -0.688
H -29.79070 -51.82352 8.49741 0.724
H -31.24410 -51.16838 8.59267 0.331
H -30.17367 -50.01665 7.75915 -0.134
H -32.11248 -52.60540 5.47742 0.434
H -32.59051 -51.47229 6.49432 0.605
H -32.19181 -52.97509 7.09431 0.486
H -28.68653 -51.88906 6.06388 0.535
C -27.40215 -48.64667 9.16805 -0.756
N -28.55761 -48.77014 10.09385 1.180
C -28.79174 -50.07706 10.69953 -0.695
C -29.55689 -47.82267 10.02640 -1.180
O -30.50604 -47.78142 10.92075 -0.460
H -26.57811 -49.49205 9.35001 0.300
H -26.99276 -47.71397 9.19107 0.265
H -28.02638 -48.67534 8.14435 0.106
H -28.72738 -49.98483 11.83194 -0.253
H -28.09353 -50.65430 10.24249 0.973
H -29.87250 -50.53693 10.79267 -0.390
H -29.69041 -47.19513 9.22680 1.062
C -26.77341 -52.36945 13.56180 -1.138
N -28.20069 -52.13587 13.63761 0.399
C -28.81717 -51.11583 14.49901 -1.743
C -29.07937 -52.95743 13.10052 -0.160
O -30.29825 -52.90695 12.93425 -0.483
H -26.53129 -53.46783 13.84667 0.339
H -26.28399 -51.81854 14.30282 0.401
H -26.49497 -52.22682 12.57586 0.378
H -29.78173 -51.29484 14.53005 0.625
H -28.51089 -50.06661 14.46292 0.228
H -28.55325 -51.28725 15.42820 0.808
H -28.54220 -53.78653 12.62497 0.390
C -29.13342 -44.11966 8.36281 -0.531
N -28.35848 -44.67658 9.51327 0.510
C -28.86725 -44.62198 10.89431 -0.494
C -27.01689 -44.83391 9.31088 -0.183
O -26.23556 -45.19981 10.26221 -0.626
H -30.26145 -44.29266 8.59978 0.023
H -28.89872 -44.59098 7.35621 0.231
H -29.09285 -42.94599 8.32496 0.300
H -29.80391 -44.96589 10.92908 0.010
H -29.01168 -43.61144 11.48677 0.226
H -28.25638 -45.21475 11.51812 0.068
H -26.57678 -44.89380 8.39011 0.492

=====

<2>
126
Properties=species:S:1:pos:R:3:mulliken_charge:R:1 method="wB97M-V/def2-TZVPD" spin_multiplicity=1 molar_mass_g_mol=881.00 lumo_energy_ev=-0.83 smiles="O=[N+]([O-])c1ccccc1.O=[N+]([O-])c1ccccc1.O=[N+]([O-])c1ccccc1.CN(C)C=O.CN(C)C=O.CN(C)C=O.CN(C)C=O.CN(C)C=O.CN(C)C=O.CN(C)C=O"
O 0.62942 5.24685 -1.17289 -0.612
N 0.28811 5.68327 -0.08605 1.119
O -0.62916 6.44481 0.12793 -0.613
C 1.10640 5.24451 1.07629 0.075
C 1.90593 4.12569 0.89267 0.004
C 2.82427 3.71291 1.82262 0.218
C 2.91931 4.34039 3.03335 -0.812
C 2.12380 5.47358 3.22138 -0.703
C 1.29046 5.95116 2.24494 -0.721
H 1.76402 3.52147 0.03534 0.555
H 3.51511 2.87038 1.56670 -0.046
H 3.60126 3.88940 3.73564 0.477
H 2.25796 5.99021 4.12166 0.472
H 0.89348 6.91955 2.28744 0.533
O 7.57440 1.47028 -0.79443 -0.664
N 7.27187 0.27886 -0.79702 1.275
O 8.02833 -0.56283 -1.24265 -0.626
C 6.07958 -0.07394 -0.10219 -0.423
C 5.02828 0.81434 -0.00015 0.464
C 3.88666 0.38051 0.66362 -0.251
C 3.81819 -0.86938 1.27125 -0.344
C 4.88937 -1.75026 1.06709 -0.431
C 6.00025 -1.33222 0.37449 -0.718
H 4.96016 1.77584 -0.51185 0.474
H 3.05862 1.02930 0.73696 0.236
H 2.94046 -1.22835 1.86673 -0.002
H 4.81738 -2.70450 1.60134 0.409
H 6.81810 -2.00477 0.26727 0.558
O -5.50847 -0.83606 -5.87726 -0.614
N -4.96726 -0.77451 -4.79887 0.912
O -3.76288 -0.62686 -4.68264 -0.523
C -5.63715 -0.83024 -3.54868 -0.334
C -6.93503 -1.38540 -3.54548 -0.495
C -7.51628 -1.60783 -2.33557 -0.354
C -6.86431 -1.26050 -1.13089 -0.431
C -5.64680 -0.70238 -1.19181 -0.298
C -5.03373 -0.48901 -2.39235 0.218
H -7.39324 -1.80562 -4.52548 0.320
H -8.43031 -2.20948 -2.24240 0.329
H -7.36394 -1.58514 -0.18159 0.363
H -5.06321 -0.50865 -0.25675 0.257
H -4.07949 -0.00797 -2.38304 0.671
C 2.87771 -0.91255 -2.65450 -0.895
N 3.96054 -1.79729 -3.06898 0.285
C 3.53775 -3.20981 -3.03404 -0.894
C 5.23959 -1.29661 -3.19583 0.049
O 5.55168 -0.10767 -3.07556 -0.569
H 1.91133 -1.12990 -3.14382 0.408
H 3.13116 0.08522 -2.82405 0.355
H 2.75744 -1.04239 -1.57936 0.001
H 2.92431 -3.40460 -2.14505 0.251
H 2.99150 -3.49507 -3.94533 0.228
H 4.40360 -3.81593 -2.96152 0.431
H 5.98286 -2.11677 -3.33358 0.304
C -2.30672 -2.13695 -2.23472 -0.424
N -1.29818 -2.92435 -1.53382 0.390
C -0.38485 -2.06872 -0.75080 -0.555
C -0.70828 -3.94774 -2.23789 -0.144
O 0.45255 -4.30599 -2.18250 -0.470
H -3.04707 -2.71518 -2.82422 0.397
H -1.82206 -1.39337 -2.88472 0.314
H -2.80965 -1.57970 -1.42266 -0.210
H 0.43766 -1.69423 -1.39719 -0.083
H -0.95343 -1.33316 -0.26308 -0.239
H 0.01907 -2.68560 -0.02125 0.732
H -1.45775 -4.50801 -2.85635 0.307
C 2.68265 -2.49075 4.52450 -0.741
N 1.98291 -3.71956 4.24318 0.221
C 2.08507 -4.83101 5.19464 -0.933
C 1.25857 -3.80556 3.13518 -0.185
O 1.20920 -2.88477 2.27421 -0.430
H 3.54836 -2.37666 3.86394 0.128
H 3.09485 -2.49689 5.52804 0.399
H 1.98312 -1.71472 4.36616 0.177
H 2.01893 -4.50718 6.25345 0.316
H 1.25094 -5.52628 4.97362 0.309
H 3.00475 -5.36729 5.06796 0.352
H 0.68825 -4.71585 2.97184 0.412
C -0.16509 1.67697 -4.85927 -0.899
N 0.66466 1.91159 -3.67199 0.450
C 1.63511 3.04650 -3.58764 -0.851
C 0.43910 1.25464 -2.52569 -0.459
O 1.04366 1.47580 -1.46611 -0.065
H 0.38649 1.02427 -5.60726 0.283
H -0.52852 2.62735 -5.28024 0.399
H -1.10066 1.17869 -4.59606 0.199
H 1.83109 3.36827 -4.60533 0.446
H 1.23706 3.85607 -2.98762 0.237
H 2.56019 2.68465 -3.05621 0.156
H -0.42618 0.58958 -2.53261 0.250
C -4.67302 3.83477 -1.74749 -0.868
N -3.39138 3.62736 -1.05999 0.307
C -2.33823 2.88671 -1.70999 -0.672
C -3.26587 3.87989 0.25802 -0.149
O -2.20701 3.66659 0.82128 -0.412
H -4.86826 2.94314 -2.31766 0.214
H -4.62680 4.72936 -2.42813 0.263
H -5.46955 3.98547 -1.02524 0.396
H -1.45828 3.52247 -1.56654 0.158
H -2.24407 1.86919 -1.27217 -0.070
H -2.55846 2.77166 -2.73817 0.537
H -4.16275 4.38256 0.70890 0.356
C -2.14218 -1.47736 4.29727 -0.608
N -2.41004 -2.86280 3.90235 0.139
C -2.41572 -3.20431 2.50167 -0.656
C -2.35275 -3.82949 4.84478 0.159
O -2.54860 -5.04816 4.73216 -0.606
H -1.15775 -1.11821 3.98570 0.095
H -2.14160 -1.38740 5.41820 0.384
H -2.97159 -0.85805 3.89039 0.142
H -1.57009 -2.60718 2.05148 0.066
H -2.39549 -4.36520 2.43743 0.339
H -3.34876 -2.80901 2.02361 0.266
H -2.25756 -3.46266 5.89955 0.283
C -0.78052 2.22678 3.14923 -0.783
N -1.01925 1.11085 2.23464 1.160
C 0.18928 0.34334 1.84745 -0.294
C -2.27467 0.79489 1.83263 -0.757
O -2.56996 -0.13919 1.09239 -0.355
H -0.20407 2.01660 4.04289 0.327
H -1.80878 2.63347 3.37911 0.278
H -0.27248 3.14615 2.74806 0.014
H 0.61208 0.82606 0.95834 0.051
H 0.90868 0.46002 2.64324 0.506
H -0.01236 -0.72924 1.69051 -0.551
H -3.02732 1.51200 2.20959 0.281

=====

Which one is the least stable? From the structures above, <1>.